[1]
Computed, not measured: a cluster of 2 separate species, C3H4N2S3 in total in a non-equilibrium geometry, with ωB97M-V/def2-TZVPD.

Bonds (Å) are listed after each position.
CARTESIAN COORDINATES (ANGSTROEM)
1 S 1.758 -2.837 1.144  S3 2.112, C8 1.740
2 S -1.109 -2.312 0.505  C8 1.623
3 S 3.207 -1.476 0.431  S1 2.112, C7 1.679
4 N 0.930 -0.997 -0.549  C7 1.343, C8 1.408, H9 1.027
5 N -1.057 1.758 -0.603  C6 1.281, H11 1.061
6 C -1.595 2.364 0.389  N5 1.281, H10 1.088, H12 1.107
7 C 2.208 -0.584 -0.581  S3 1.679, N4 1.343
8 C 0.475 -2.031 0.291  S1 1.740, S2 1.623, N4 1.408
9 H 0.335 -0.489 -1.215  N4 1.027
10 H -2.673 2.503 0.450  C6 1.088
11 H -1.538 1.508 -1.516  N5 1.061
12 H -0.942 2.593 1.253  C6 1.107

As for the orbital gap: 0.31065 Ha. The LUMO energy comes out at -0.37 eV. The value obtained for the HOMO energy is -8.8 eV. Its energy above the lowest of the compared OMol25 structures with the same formula, charge and spin is 45.0 kcal per mole.

---

[2]
Computed, not measured: the ion C4H8NO with charge +1 in a non-equilibrium geometry, with ωB97M-V/def2-TZVPD.

Bonds (Å) are listed after each position.
CARTESIAN COORDINATES (ANGSTROEM)
1 O -0.652 -0.701 -0.631  C4 1.488, C6 1.619, H9 0.978
2 N -0.866 0.922 1.022  C6 1.396, H8 1.062, H13 1.010
3 C 1.560 0.142 -1.466  C4 1.491, C5 1.292, H11 1.065
4 C 0.811 -0.575 -0.395  O1 1.488, C3 1.491, C5 1.433, H12 1.055
5 C 1.390 0.734 -0.330  C3 1.292, C4 1.433, H7 1.069
6 C -1.403 -0.339 0.757  O1 1.619, N2 1.396, H10 1.083, H14 1.140
7 H 1.483 1.676 0.167  C5 1.069
8 H -0.102 0.989 1.757  N2 1.062
9 H -1.024 -1.530 -0.992  O1 0.978
10 H -2.470 -0.303 0.578  C6 1.083
11 H 1.931 -0.040 -2.447  C3 1.065
12 H 1.173 -1.262 0.321  C4 1.055
13 H -0.701 1.479 0.197  N2 1.010
14 H -1.130 -1.191 1.464  C6 1.140

As for the orbital gap: 0.41363 Ha. The LUMO energy comes out at -3.47 eV. As for the total charge: +1. The value obtained for the HOMO energy is -14.7 eV. Its energy above the lowest of the compared OMol25 structures with the same formula, charge and spin is 93.2 kcal per mole.

---

[3]
Computed, not measured: a cluster of 2 separate species, C2H2N2O3 in total in a non-equilibrium geometry, with ωB97M-V/def2-TZVPD.

Bonds (Å) are listed after each position.
CARTESIAN COORDINATES (ANGSTROEM)
1 O -0.737 -1.676 0.092  N4 1.400, H8 0.985
2 O 2.731 0.158 -1.331  C6 1.201
3 O -2.132 1.491 -0.766  C7 1.152
4 N -1.673 -0.789 -0.454  O1 1.400, C7 1.219
5 N 0.796 1.016 -0.248  C6 1.195, H9 1.040
6 C 1.779 0.492 -0.680  O2 1.201, N5 1.195
7 C -1.765 0.425 -0.527  O3 1.152, N4 1.219
8 H -1.063 -2.464 -0.401  O1 0.985
9 H 0.212 0.960 0.611  N5 1.040

As for the orbital gap (spin up / spin down): 0.25572 / 0.29267 Ha. The expectation value of S² is 2.016. The LUMO energy (spin up / spin down) comes out at 0.65 / -3.16 eV. The value obtained for the HOMO energy (spin up / spin down) is -6.3 / -11.1 eV. Its multiplicity is 3. Its energy above the lowest of the compared OMol25 structures with the same formula, charge and spin is 53.6 kcal per mole.

---

[4]
Computed, not measured: a cluster of 3 separate species, C10H21Cl2FO11P2 in total in a non-equilibrium geometry, with ωB97M-V/def2-TZVPD.

Bonds (Å) are listed after each position.
CARTESIAN COORDINATES (ANGSTROEM)
1 Cl 1.591 2.463 -1.834  C17 1.886
2 Cl -1.573 2.453 -0.526  C26 1.877
3 P -2.797 -1.039 3.441  O10 1.647, O12 1.730, O15 1.537, O16 1.730
4 P 2.470 -3.201 -3.234  O7 1.537, O9 1.730, O11 1.647, O14 1.730
5 F -0.949 6.183 -2.148  O6 1.313
6 O -0.761 6.824 -1.018  F5 1.313, C25 1.471
7 O 1.581 -4.040 -4.165  P4 1.537
8 O -0.709 4.955 0.833  C25 1.471, C26 1.471
9 O 1.401 -3.527 -1.913  P4 1.730, C19 1.416
10 O -1.831 0.002 4.273  P3 1.647, C23 1.413
11 O 1.933 -1.644 -3.264  P4 1.647, C22 1.413
12 O -3.611 -1.478 4.903  P3 1.730, C24 1.420
13 O -2.483 6.564 0.659  C25 1.360
14 O 3.539 -2.875 -4.554  P4 1.730, C18 1.420
15 O -2.116 -2.416 3.411  P3 1.537
16 O -1.983 -0.600 1.979  P3 1.730, C21 1.416
17 C 0.996 3.825 -0.674  Cl1 1.886, C20 1.647, C26 1.514
18 C 2.991 -2.633 -5.842  O14 1.420, H30 1.095, H36 1.096, H45 1.093
19 C 0.762 -4.788 -1.841  O9 1.416, H35 1.095, H40 1.093, H47 1.092
20 C 2.029 5.034 -0.244  C17 1.647, H32 1.171, H44 1.192, H46 1.193
21 C -1.746 -1.593 0.998  O16 1.416, H37 1.092, H38 1.095, H42 1.093
22 C 2.869 -0.627 -2.970  O11 1.413, H27 1.095, H31 1.094, H33 1.093
23 C -2.451 1.104 4.904  O10 1.413, H28 1.093, H29 1.094, H34 1.095
24 C -2.910 -2.230 5.882  O12 1.420, H39 1.093, H41 1.095, H43 1.096
25 C -1.315 6.101 0.138  O6 1.471, O8 1.471, O13 1.360
26 C -0.397 3.845 -0.080  Cl2 1.877, O8 1.471, C17 1.514
27 H 3.768 -1.031 -2.493  C22 1.095
28 H -2.491 0.925 5.981  C23 1.093
29 H -1.854 2.001 4.719  C23 1.094
30 H 2.789 -3.585 -6.344  C18 1.095
31 H 2.404 0.098 -2.295  C22 1.094
32 H 1.713 6.101 -0.608  C20 1.171
33 H 3.147 -0.117 -3.895  C22 1.093
34 H -3.466 1.267 4.525  C23 1.095
35 H -0.121 -4.795 -2.488  C19 1.095
36 H 2.078 -2.030 -5.784  C18 1.096
37 H -2.610 -2.252 0.889  C21 1.092
38 H -0.852 -2.169 1.260  C21 1.095
39 H -3.407 -2.085 6.845  C24 1.093
40 H 0.427 -4.948 -0.813  C19 1.093
41 H -2.953 -3.296 5.633  C24 1.095
42 H -1.559 -1.098 0.042  C21 1.093
43 H -1.870 -1.900 5.976  C24 1.096
44 H 2.019 5.080 0.946  C20 1.192
45 H 3.730 -2.085 -6.431  C18 1.093
46 H 3.131 4.851 -0.665  C20 1.193
47 H 1.448 -5.592 -2.116  C19 1.092

As for the orbital gap: 0.24286 Ha. The LUMO energy comes out at -2.91 eV. Its structure (SMILES) is C/C(Cl)=C(/Cl)OC(=O)OF.COP(=O)(OC)OC.COP(=O)(OC)OC. The value obtained for the HOMO energy is -9.5 eV.